Record 1
Here is a molecular structure, C32H48CrN3O4PS2Si3 at a distorted geometry from the Open Molecules 2025 dataset. Energies are from the ωB97M-V functional and the def2-TZVPD basis.

XYZ file:
```
94
Properties=species:S:1:pos:R:3
Cr 0.180 0.085 0.209
O -0.051 -0.203 -1.486
C -1.004 -0.300 -2.408
C -0.723 -0.350 -3.772
C -1.747 -0.465 -4.693
C -3.071 -0.568 -4.277
C -3.363 -0.522 -2.933
C -2.348 -0.375 -1.981
C -2.673 -0.359 -0.588
N -1.809 -0.294 0.366
N -2.270 -0.436 1.636
C -1.289 -0.317 2.488
O -0.090 -0.078 2.037
C -1.562 -0.486 3.920
C -0.524 -0.444 4.846
C -0.796 -0.590 6.196
C -2.098 -0.786 6.629
C -3.139 -0.832 5.708
C -2.874 -0.684 4.360
H 0.302 -0.287 -4.110
H -1.508 -0.473 -5.748
H -3.860 -0.687 -5.007
H -4.390 -0.598 -2.595
H -3.715 -0.453 -0.293
H 0.492 -0.306 4.500
H 0.012 -0.546 6.915
H -2.304 -0.905 7.685
H -4.156 -0.981 6.045
H -3.666 -0.718 3.626
C 4.732 -0.263 2.407
Si 2.846 -0.422 2.478
C 2.303 -2.098 3.148
C 2.320 1.082 3.486
C 2.282 -0.333 0.630
Si 2.943 2.296 -1.642
C 1.901 1.968 -3.161
C 2.750 4.078 -1.104
C 4.721 1.685 -1.628
Si 2.814 -1.719 -0.540
C 2.762 -1.455 -2.406
C 4.477 -2.497 -0.135
C 1.397 -2.908 -0.124
C 1.518 -4.291 -0.205
C 0.417 -5.096 0.036
C -0.780 -4.487 0.372
C -0.823 -3.106 0.467
N 0.233 -2.329 0.222
H 5.101 -0.020 3.406
H 5.039 0.545 1.740
H 5.227 -1.181 2.092
H 2.398 -2.137 4.236
H 2.923 -2.899 2.740
H 1.263 -2.314 2.898
H 2.501 0.890 4.547
H 1.274 1.359 3.358
H 2.928 1.942 3.204
H 0.851 1.864 -2.886
H 2.215 1.086 -3.717
H 1.980 2.827 -3.831
H 1.708 4.276 -0.845
H 3.031 4.753 -1.915
H 3.363 4.316 -0.232
H 4.817 0.639 -1.920
H 5.155 1.794 -0.632
H 5.319 2.282 -2.319
H 3.638 -0.929 -2.789
H 1.871 -0.910 -2.702
H 2.729 -2.432 -2.891
H 5.280 -1.758 -0.164
H 4.709 -3.258 -0.883
H 4.494 -2.971 0.847
H 2.477 -4.724 -0.464
H 0.488 -6.173 -0.041
H -1.674 -5.066 0.557
H -1.742 -2.620 0.765
C 0.814 5.964 2.668
C 1.236 4.518 2.872
O 0.762 3.616 1.859
P -0.803 3.657 1.390
S -0.716 2.334 -0.216
S 2.175 1.351 0.285
O -1.432 2.803 2.650
C -2.784 2.978 3.115
C -3.468 4.256 2.655
H 1.221 6.580 3.469
H -0.272 6.055 2.679
H 1.179 6.343 1.713
H 0.905 4.161 3.851
H 2.324 4.441 2.833
H -2.727 2.948 4.205
H -3.366 2.117 2.782
H -2.914 5.135 2.988
H -4.476 4.301 3.067
H -3.533 4.278 1.567
```

The calculation puts the HOMO energy (spin up / spin down) at -0.381 / -0.381 hartree. For the LUMO energy (spin up / spin down), the calculation gives -4.35 / -3.42 eV. As for the charge: +1. The value obtained for the maximum force is 0.0310 hartree/bohr. Its spin multiplicity is 2.



Record 2
Here is 8 unconnected molecules or ions with the total composition C32H48N6O4S2 at a distorted geometry from the Open Molecules 2025 dataset. Energies are from the ωB97M-V functional and the def2-TZVPD basis.

XYZ file:
```
92
Properties=species:S:1:pos:R:3
C 1.056 3.071 -2.807
C 2.399 3.303 -2.197
C 2.201 4.021 -0.826
C 3.362 4.917 -0.611
N 4.284 5.614 -0.464
H 1.049 2.281 -3.558
H 0.548 3.973 -3.149
H 0.340 2.671 -2.088
H 2.943 3.886 -2.940
H 2.882 2.330 -2.107
H 1.979 3.353 0.006
H 1.388 4.741 -0.735
C -5.710 3.426 1.260
C -4.506 2.499 1.208
C -4.330 1.736 2.493
S -5.541 2.409 3.763
O -4.796 2.917 4.956
O -6.631 1.494 3.734
C -5.977 3.926 2.678
H -6.594 2.964 0.822
H -5.560 4.176 0.483
H -3.744 3.266 1.065
H -4.599 1.929 0.284
H -3.332 2.021 2.825
H -4.431 0.651 2.503
H -5.334 4.779 2.896
H -7.005 4.198 2.916
C 3.953 -1.904 0.306
C 5.387 -2.052 -0.215
C 5.982 -3.009 0.863
S 5.211 -2.596 2.483
O 5.939 -1.529 3.231
O 4.841 -3.819 3.160
C 3.890 -1.623 1.762
H 3.446 -2.867 0.240
H 3.282 -1.167 -0.135
H 5.836 -1.059 -0.201
H 5.312 -2.601 -1.154
H 7.037 -2.923 1.120
H 5.710 -4.053 0.701
H 4.131 -0.567 1.885
H 2.966 -1.657 2.338
N -1.043 -0.781 0.553
C -0.337 -1.552 -0.302
C 0.658 -0.813 -0.813
C 0.607 0.431 -0.116
C -0.465 0.452 0.787
H -1.832 -1.010 1.141
H -0.565 -2.607 -0.349
H 1.373 -1.142 -1.553
H 1.270 1.264 -0.300
H -0.849 1.254 1.400
N -4.142 -1.604 -4.049
C -3.083 -0.927 -3.566
C -2.028 -1.775 -3.439
C -2.381 -3.027 -3.871
C -3.699 -2.921 -4.235
H -5.102 -1.291 -4.051
H -3.040 0.118 -3.297
H -1.139 -1.441 -2.925
H -1.722 -3.882 -3.910
H -4.306 -3.722 -4.631
N 2.938 2.405 3.710
C 2.062 3.215 3.048
C 2.568 4.491 2.934
C 3.851 4.420 3.485
C 4.102 3.162 3.894
H 2.818 1.435 3.962
H 1.164 2.784 2.631
H 1.923 5.226 2.475
H 4.518 5.206 3.806
H 4.917 2.746 4.469
N 2.506 -3.375 -4.877
C 1.375 -3.294 -4.115
C 1.553 -3.822 -2.849
C 2.847 -4.276 -2.801
C 3.473 -3.919 -4.055
H 2.583 -3.158 -5.860
H 0.453 -2.762 -4.298
H 0.928 -3.795 -1.969
H 3.355 -4.563 -1.893
H 4.521 -3.837 -4.302
N -3.918 -2.310 0.044
C -4.719 -1.664 0.970
C -4.766 -2.372 2.150
C -4.043 -3.529 1.904
C -3.373 -3.364 0.742
H -3.785 -2.075 -0.929
H -5.329 -0.874 0.556
H -5.416 -2.083 2.963
H -3.872 -4.193 2.739
H -2.670 -3.979 0.199
```

The calculation puts the HOMO energy (spin up / spin down) at -0.359 / -0.359 hartree. For the LUMO energy (spin up / spin down), the calculation gives -4.16 / -7.81 eV. As for the charge: +1. The value obtained for the maximum force is 0.0934 hartree/bohr. Its spin multiplicity is 2.